Record 1
C4H9NP | ωB97M-V with the def2-TZVPD basis set

CARTESIAN COORDINATES (ANGSTROEM)
N (-1.19161, 1.66237, -0.20269)
C (-0.24700, 0.59536, 0.40939)
C (-0.55708, -0.75931, -0.04051)
C (0.77802, -1.52054, 0.00397)
C (1.86685, -0.55767, -0.15103)
P (1.50789, 1.09584, 0.10439)
H (-2.04515, 1.98777, 0.15055)
H (-1.38851, 1.52710, -1.19293)
H (-0.74873, 2.57225, -0.28252)
H (-0.38147, 0.53434, 1.69900)
H (-0.90326, -0.60212, -1.03621)
H (-1.31299, -1.29347, 0.44202)
H (0.94174, -2.24984, -0.70953)
H (0.79644, -1.99852, 0.94815)
H (2.88487, -0.99354, -0.14205)

Results
Charge = +1
SMILES string = [NH3+][C@H]1CCC=P1
Relative energy (zero: lowest compared OMol25 entry of this formula, charge and spin) = 1.609 eV
E_LUMO = -0.146 Ha
HOMO level = -13.274 eV


Record 2
C4H9NP | ωB97M-V with the def2-TZVPD basis set

CARTESIAN COORDINATES (ANGSTROEM)
C (0.89249, 1.46052, 1.09234)
C (0.57977, 0.97198, -0.23990)
C (0.75865, -0.45646, -0.55646)
C (-0.37753, -1.33112, 0.08792)
N (-1.80347, -0.87043, -0.26393)
P (-1.36562, -0.78938, 1.53600)
H (1.72840, 1.06117, 1.63175)
H (-0.30478, 1.61430, -0.54004)
H (1.47877, 1.45754, -0.60987)
H (0.58398, -0.57845, -1.57442)
H (1.78109, -0.81483, -0.43107)
H (-0.17751, -2.33455, -0.09160)
H (0.62752, 2.49833, 1.30823)
H (-2.46241, -1.64768, -0.36447)
H (-1.93933, -0.24092, -0.98449)

Results
Charge = +1
Relative energy (zero: lowest compared OMol25 entry of this formula, charge and spin) = 3.730 eV
E_LUMO (spin up / spin down) = -0.215 / -0.154 Ha
HOMO level (spin up / spin down) = -12.050 / -13.113 eV


Record 3
C4H9NS | ωB97M-V with the def2-TZVPD basis set

CARTESIAN COORDINATES (ANGSTROEM)
C (-0.41048, -0.47298, 1.67784)
C (-0.65357, -0.33565, 0.23210)
C (-0.14041, 0.88315, -0.45000)
S (1.67724, 1.18168, -0.26600)
C (-1.83933, -0.96299, -0.36730)
N (-0.48626, -1.62747, -0.53435)
H (0.66840, -0.63665, 1.86472)
H (-0.64232, 0.45951, 2.27946)
H (-1.04153, -1.34799, 2.04461)
H (-0.37426, 0.88830, -1.51730)
H (-0.70970, 1.78822, -0.04097)
H (2.03422, -0.01008, -0.80180)
H (-2.35285, -0.46676, -1.17809)
H (-2.51477, -1.49051, 0.29116)
H (-0.23648, -1.36782, -1.50115)

Results
SMILES string = C[C@]1(CS)CN1
Relative energy (zero: lowest compared OMol25 entry of this formula, charge and spin) = 1.403 eV
E_LUMO = 0.033 Ha
HOMO level = -9.281 eV


Record 4
C4H9NS | ωB97M-V with the def2-TZVPD basis set

CARTESIAN COORDINATES (ANGSTROEM)
S (-2.39390, -0.96680, -0.02271)
C (-1.42090, 0.61181, 0.39721)
C (-0.11884, 0.56240, -0.42533)
C (0.64666, -0.66693, -0.29352)
C (1.56334, -0.67977, 0.83683)
N (1.96837, -0.70462, -0.57201)
H (-3.08912, -0.16049, -1.06908)
H (-1.19796, 0.99881, 1.51602)
H (-2.10614, 1.46365, -0.01865)
H (-0.20644, 0.91076, -1.60015)
H (0.57815, 1.34710, 0.12538)
H (0.27736, -1.53088, -0.57596)
H (1.55448, 0.36765, 1.31467)
H (1.62781, -1.68444, 1.27978)
H (2.31714, 0.13174, -0.89249)

Results
SMILES string = SCC[C@@H]1CN1
Relative energy (zero: lowest compared OMol25 entry of this formula, charge and spin) = 3.726 eV
E_LUMO = 0.023 Ha
HOMO level = -9.102 eV